(1)
Molecular formula: C28H67N3O9
Method: DFT, the ωB97M-V functional and the def2-TZVPD basis

Computed properties:
* lowest unoccupied orbital energy: 0.0134 Ha
* max |F|: 4.47 eV/A
* relative energy (zero: lowest compared OMol25 entry of this formula, charge and spin): 223.5 kJ/mol
* HOMO energy: -8.057 eV
* gap between HOMO and LUMO: 8.42 eV

Structure (XYZ):
```
107
Properties=species:S:1:pos:R:3:lowdin_charge:R:1
C 6.610 -0.274 -4.819 -0.08
C 5.828 0.189 -3.626 -0.47
C 5.284 1.633 -3.794 -0.19
O 4.805 2.103 -2.532 -0.19
C 4.264 3.424 -2.569 -0.11
N 4.728 -0.679 -3.494 0.04
H 6.013 -0.320 -5.730 0.08
H 6.949 -1.292 -4.623 0.07
H 7.617 0.078 -5.042 0.08
H 6.467 0.098 -2.748 0.14
H 4.504 1.687 -4.554 0.13
H 6.151 2.203 -4.127 0.12
H 5.059 4.127 -2.817 0.08
H 3.860 3.843 -1.648 0.07
H 3.479 3.471 -3.323 0.08
H 4.883 -1.676 -3.546 0.08
H 4.126 -0.552 -2.693 0.06
C 3.518 -2.289 4.689 -0.23
C 4.667 -1.711 5.529 -0.20
O 4.219 -0.534 6.311 -0.09
O 3.026 -1.236 3.877 -0.08
H 2.783 -2.613 5.426 0.11
H 3.967 -3.132 4.164 0.13
H 5.459 -1.371 4.861 0.12
H 4.929 -2.469 6.267 0.11
H 4.045 -0.799 7.217 0.07
H 2.493 -0.593 4.349 0.09
C 1.451 -2.214 -2.504 -0.20
C 0.522 -1.061 -2.795 -0.24
O -0.439 -0.800 -1.762 -0.07
O 2.470 -1.853 -1.513 -0.08
H 1.924 -2.647 -3.386 0.12
H 0.828 -3.026 -2.129 0.11
H 0.137 -1.074 -3.815 0.12
H 1.191 -0.201 -2.793 0.12
H -0.703 0.113 -1.630 0.03
H 2.030 -1.563 -0.711 0.05
C 3.224 0.938 1.659 -0.24
C 2.442 2.148 0.919 -0.19
O 1.091 1.875 0.689 -0.07
O 3.012 -0.319 1.112 -0.06
H 2.973 1.019 2.717 0.09
H 4.300 1.062 1.781 0.12
H 2.952 2.257 -0.038 0.09
H 2.495 3.036 1.548 0.11
H 0.892 0.998 1.025 0.07
H 3.348 -1.007 1.692 0.07
C -3.804 -0.526 -3.695 -0.06
C -3.975 0.899 -3.260 -0.42
C -4.720 0.841 -1.836 -0.12
C -4.667 2.091 -0.965 -0.19
C -3.221 2.602 -0.876 -0.13
C -2.366 2.648 -2.192 -0.46
N -2.588 1.427 -2.969 -0.16
O -1.742 1.339 -3.997 0.00
C -2.582 4.002 -2.932 -0.03
C -0.900 2.708 -1.687 -0.04
C -4.642 1.821 -4.338 -0.01
H -4.758 -1.029 -3.854 0.08
H -3.425 -1.226 -2.950 0.08
H -3.239 -0.710 -4.609 0.08
H -5.792 0.646 -1.821 0.12
H -4.233 0.072 -1.237 0.10
H -5.195 1.801 -0.056 0.11
H -5.221 2.876 -1.480 0.10
H -2.796 1.893 -0.165 0.10
H -3.160 3.515 -0.283 0.12
H -2.264 3.937 -3.973 0.08
H -3.635 4.283 -2.915 0.06
H -2.196 4.874 -2.405 0.08
H -0.800 3.635 -1.122 0.09
H -0.584 1.842 -1.106 0.05
H -0.207 2.848 -2.517 0.09
H -5.522 1.359 -4.786 0.07
H -4.004 1.924 -5.216 0.08
H -4.981 2.790 -3.972 0.07
H -1.072 0.771 -3.609 0.07
C -3.682 0.087 4.588 -0.05
C -2.638 -0.644 3.791 -0.49
C -1.511 -1.122 4.776 -0.14
C -0.568 -2.169 4.315 -0.21
C -1.323 -3.308 3.674 -0.15
C -2.409 -2.996 2.593 -0.43
N -3.268 -1.844 3.108 -0.10
O -4.269 -1.515 2.231 -0.01
C -1.656 -2.752 1.253 -0.04
C -3.291 -4.281 2.422 -0.03
C -1.974 0.330 2.856 -0.04
H -4.445 -0.600 4.954 0.09
H -4.292 0.804 4.039 0.08
H -3.240 0.672 5.394 0.09
H -0.936 -0.262 5.119 0.12
H -2.076 -1.561 5.599 0.12
H 0.232 -2.519 4.968 0.11
H 0.027 -1.770 3.493 0.10
H -1.683 -4.018 4.419 0.11
H -0.517 -3.887 3.222 0.12
H -0.785 -2.106 1.364 0.06
H -1.196 -3.653 0.848 0.09
H -2.304 -2.303 0.500 0.07
H -2.682 -5.090 2.019 0.08
H -3.600 -4.700 3.380 0.08
H -4.134 -4.184 1.737 0.08
H -2.696 0.888 2.261 0.07
H -1.396 -0.157 2.071 0.07
H -1.416 1.101 3.388 0.09
H -3.853 -1.395 1.374 0.07
```



(2)
Molecular formula: C28H68Cl4N4
Method: DFT, the ωB97M-V functional and the def2-TZVPD basis

Computed properties:
* lowest unoccupied orbital energy: 0.0241 Ha
* max |F|: 14.11 eV/A
* relative energy (zero: lowest compared OMol25 entry of this formula, charge and spin): 482.1 kJ/mol
* HOMO energy: -7.585 eV
* gap between HOMO and LUMO: 8.24 eV

Structure (XYZ):
```
104
Properties=species:S:1:pos:R:3:lowdin_charge:R:1
Cl -2.527 6.796 32.924 0.79
C -3.716 6.062 31.918 -0.68
C -4.956 5.575 32.692 -0.67
Cl -6.358 5.327 31.623 0.58
H -3.433 5.155 31.453 0.04
H -4.133 6.904 31.237 0.09
H -4.964 6.544 33.297 0.06
H -4.743 4.713 33.421 0.09
Cl 0.320 10.845 33.461 0.58
C -1.037 10.283 32.456 -0.66
C -0.619 9.636 31.133 -0.67
Cl -2.045 9.656 30.046 0.58
H -1.743 11.294 32.210 0.14
H -1.390 9.381 33.096 0.06
H -0.118 8.739 31.273 -0.01
H -0.045 10.379 30.579 0.06
C -0.407 5.940 29.910 -0.03
C -0.087 5.463 31.321 -0.23
N 0.375 6.549 32.257 -0.17
C 0.440 6.206 33.607 -0.39
C 0.578 4.856 33.904 -0.10
C 1.822 6.999 31.869 -0.21
C 1.961 8.532 32.023 -0.11
H -1.319 6.613 29.794 0.10
H -0.744 5.098 29.443 0.04
H 0.257 6.363 29.460 -0.03
H 0.644 4.507 31.265 0.17
H -0.861 5.074 31.811 -0.01
H -0.651 6.398 33.637 0.00
H 0.729 6.924 34.288 0.12
H 0.394 4.085 33.418 -0.04
H 0.008 4.945 34.848 0.12
H 1.607 4.701 34.396 0.12
H 2.136 6.544 30.907 0.11
H 2.712 6.597 32.390 0.10
H 1.396 8.906 32.776 -0.06
H 1.316 8.826 31.173 0.03
H 3.126 8.679 31.911 0.13
C -8.616 8.172 28.678 -0.10
C -7.851 6.994 28.107 -0.25
N -6.912 7.288 27.007 -0.18
C -5.820 8.206 27.242 -0.30
C -5.302 8.377 28.542 -0.14
C -6.166 6.155 26.537 -0.29
C -7.081 5.052 25.930 -0.10
H -7.945 8.998 28.984 0.08
H -9.450 7.785 29.229 0.07
H -9.085 8.623 27.822 0.06
H -8.687 6.273 27.484 0.18
H -7.482 6.438 28.946 0.07
H -6.536 9.107 27.241 0.12
H -5.357 8.613 26.322 0.15
H -5.696 8.079 29.507 0.08
H -5.134 9.384 28.794 0.07
H -4.332 8.047 28.513 0.03
H -5.515 5.546 27.181 0.11
H -5.433 6.436 25.626 0.15
H -7.642 4.606 26.629 0.00
H -6.380 4.248 25.588 0.09
H -7.638 5.513 25.169 0.06
C -5.101 10.044 32.338 -0.10
C -6.098 10.886 32.955 -0.22
N -6.973 10.025 33.877 -0.14
C -7.791 10.662 34.834 -0.27
C -8.195 12.024 34.522 -0.07
C -7.925 9.301 33.003 -0.27
C -8.446 8.029 33.636 -0.10
H -4.333 10.626 32.113 0.01
H -5.535 9.650 31.603 -0.02
H -4.589 9.271 33.032 0.13
H -6.654 11.586 32.221 0.16
H -5.588 11.429 33.725 0.11
H -6.918 10.913 35.503 0.14
H -8.438 9.923 35.185 0.09
H -7.676 12.594 34.088 -0.05
H -8.373 12.545 35.388 0.06
H -9.215 11.929 33.980 0.13
H -7.580 8.849 32.176 0.06
H -8.746 9.749 32.730 0.07
H -9.226 8.246 34.411 0.07
H -7.571 7.245 34.036 0.13
H -9.080 7.486 32.942 0.06
C -3.459 2.918 28.811 -0.07
C -2.702 2.075 29.818 -0.17
N -3.509 1.855 31.145 -0.20
C -4.673 1.221 31.134 -0.42
C -5.592 1.451 32.138 -0.14
C -2.554 1.560 32.314 -0.19
C -1.988 2.838 32.943 -0.09
H -2.835 2.911 28.062 0.00
H -3.545 3.838 29.259 0.03
H -4.518 2.579 28.279 0.14
H -1.813 2.283 29.861 0.00
H -2.455 1.078 29.364 0.13
H -4.203 0.161 31.504 0.13
H -5.146 0.938 30.037 0.19
H -5.516 1.725 33.249 0.13
H -6.143 0.632 32.123 0.03
H -6.113 2.299 31.793 0.04
H -1.847 0.941 31.655 0.13
H -3.084 0.895 33.129 0.14
H -1.001 2.775 33.668 0.13
H -2.764 3.438 33.489 0.07
H -1.635 3.524 32.225 0.00
```



(3)
Molecular formula: C28H68N9O9
Method: DFT, the ωB97M-V functional and the def2-TZVPD basis

Computed properties:
* charge: +1
* lowest unoccupied orbital energy: -0.0939 Ha
* max |F|: 12.94 eV/A
* relative energy (zero: lowest compared OMol25 entry of this formula, charge and spin): 572.6 kJ/mol
* HOMO energy: -10.213 eV
* gap between HOMO and LUMO: 7.66 eV

Structure (XYZ):
```
114
Properties=species:S:1:pos:R:3:lowdin_charge:R:1
C -0.891 0.227 -0.576 0.04
C -0.295 0.193 0.891 -0.30
C -0.839 -0.825 1.827 -0.17
O -2.203 -0.556 2.061 -0.13
C -2.906 -1.569 2.781 -0.07
N 1.119 0.354 0.977 0.14
H 1.811 -0.570 0.834 0.13
H 1.405 0.985 0.203 0.05
H 1.367 0.707 2.070 0.14
H -1.946 0.523 -0.600 0.09
H -0.754 -0.791 -1.060 0.10
H -0.528 0.752 -1.271 -0.03
H -0.672 1.098 1.308 0.13
H -0.294 -0.821 2.597 0.06
H -0.820 -1.737 1.503 0.07
H -4.048 -1.458 2.882 0.13
H -2.681 -1.795 3.790 0.08
H -2.792 -2.386 2.217 0.01
C -4.749 4.804 0.504 0.00
C -4.068 3.985 -0.509 -0.59
O -3.217 3.160 -0.280 0.05
N -4.626 4.063 -1.717 0.06
C -4.039 3.353 -2.899 0.02
H -4.450 5.881 0.434 0.11
H -4.520 4.321 1.411 0.07
H -5.789 4.914 0.487 0.07
H -4.981 4.900 -1.964 0.09
H -4.573 2.616 -3.164 0.02
H -3.064 3.022 -2.591 0.09
H -4.123 3.953 -3.658 0.04
C -1.515 4.302 2.647 0.02
C 0.037 4.287 2.393 -0.55
O 0.416 4.124 1.177 -0.02
N 0.930 4.307 3.334 -0.04
C 2.444 4.523 3.097 -0.07
H -1.816 5.116 1.986 0.09
H -1.801 4.430 3.779 0.11
H -1.752 3.273 2.610 0.04
H 0.532 4.405 4.294 0.15
H 2.990 4.260 4.177 0.12
H 2.827 5.674 3.044 0.12
H 2.896 3.896 2.122 0.12
C 2.998 -2.834 2.511 0.04
C 2.619 -2.281 1.178 -0.63
O 1.724 -2.903 0.538 0.04
N 3.290 -1.337 0.610 -0.06
C 3.090 -0.926 -0.767 -0.09
H 4.064 -3.226 2.317 0.13
H 2.329 -3.490 2.890 0.05
H 3.122 -1.916 3.085 0.06
H 4.358 -0.893 1.242 0.31
H 3.324 -1.764 -1.341 0.04
H 3.846 -0.102 -1.168 0.10
H 1.934 -0.619 -1.270 0.18
C -1.345 -4.686 1.473 0.05
C -1.703 -6.121 0.950 -0.55
O -1.602 -6.979 1.740 0.09
N -1.980 -6.309 -0.346 0.02
C -2.380 -7.516 -0.977 -0.09
H -0.671 -4.414 0.691 0.07
H -0.505 -4.915 2.161 0.10
H -2.078 -4.258 1.799 -0.05
H -1.805 -5.603 -0.922 0.04
H -3.232 -7.288 -1.671 0.09
H -2.915 -8.237 -0.287 0.11
H -1.614 -8.054 -1.560 0.08
C -3.869 -2.579 -1.320 0.04
C -2.728 -2.947 -2.375 -0.49
O -1.686 -3.480 -2.075 0.03
N -2.942 -2.514 -3.680 -0.03
C -2.195 -3.044 -4.812 -0.09
H -3.828 -1.513 -1.259 0.07
H -3.646 -3.046 -0.413 0.05
H -4.819 -2.776 -1.659 0.04
H -3.997 -2.304 -3.893 0.17
H -2.061 -4.069 -4.730 0.05
H -1.356 -2.404 -5.170 0.08
H -3.087 -3.051 -5.640 0.13
C 1.361 -2.612 -3.570 0.01
C 1.697 -1.214 -3.951 -0.58
O 0.768 -0.369 -3.740 -0.03
N 2.937 -0.952 -4.217 -0.04
C 3.484 0.327 -4.313 -0.10
H 0.234 -2.500 -3.049 0.15
H 1.942 -2.887 -2.808 0.01
H 1.398 -3.172 -4.473 0.08
H 3.636 -1.715 -4.424 0.19
H 4.152 0.279 -3.356 0.08
H 2.764 1.187 -4.113 0.09
H 4.306 0.396 -5.254 0.15
C -0.288 1.235 4.943 0.02
C 1.090 0.737 4.366 -0.63
O 1.411 -0.392 4.752 0.03
N 1.721 1.425 3.480 -0.02
C 3.239 1.138 3.219 0.00
H 0.147 2.238 5.528 0.14
H -0.908 0.428 5.450 0.11
H -0.894 1.687 4.185 0.03
H 1.099 2.454 3.408 0.19
H 3.525 1.519 2.132 0.10
H 3.285 0.145 2.919 -0.01
H 3.884 1.483 4.057 0.11
C 1.494 3.619 -2.512 0.05
C 2.427 2.819 -1.598 -0.44
O 1.923 1.950 -0.901 0.00
N 3.767 2.980 -1.732 0.09
C 4.745 2.326 -0.844 -0.02
H 1.943 4.474 -2.631 0.02
H 0.476 3.906 -2.053 0.14
H 1.266 3.222 -3.399 0.04
H 4.082 3.508 -2.369 0.05
H 4.267 2.284 0.019 0.02
H 5.663 2.944 -0.838 0.11
H 5.278 1.602 -1.316 0.04
```



(4)
Molecular formula: C28H69BrIO13P
Method: DFT, the ωB97M-V functional and the def2-TZVPD basis

Computed properties:
* lowest unoccupied orbital energy: -0.0017 Ha
* max |F|: 1.70 eV/A
* HOMO energy: -9.428 eV
* gap between HOMO and LUMO: 9.38 eV

Structure (XYZ):
```
113
Properties=species:S:1:pos:R:3:lowdin_charge:R:1
C 5.242 -1.512 0.567 -0.12
O 4.007 -0.872 0.810 -0.20
C 4.174 0.526 1.062 -0.23
C 2.907 1.044 1.754 -0.15
C 2.055 1.944 0.842 -0.19
C 0.565 1.929 1.219 -0.17
C -0.083 0.666 0.640 -0.18
C -1.421 0.290 1.268 -0.47
P -1.166 -0.703 2.835 0.83
O 0.124 -1.428 2.871 -0.39
O -2.064 1.528 1.810 -0.03
C -3.354 1.218 2.035 -0.65
O -4.110 1.794 2.757 0.17
O -3.672 0.103 1.326 -0.05
C -2.590 -0.124 0.368 -0.69
I -2.981 1.342 -1.200 1.12
C -2.697 -1.558 -0.157 -0.23
C -1.393 -2.387 -0.098 -0.69
C -1.479 -3.554 0.882 -0.15
Br -1.068 -3.153 -1.892 0.75
H 5.042 -2.488 0.127 0.08
H 5.859 -0.920 -0.122 0.08
H 5.799 -1.627 1.504 0.09
H 4.284 1.015 0.086 0.12
H 5.066 0.686 1.666 0.09
H 2.319 0.163 2.018 0.10
H 3.204 1.590 2.650 0.12
H 2.436 2.967 0.847 0.11
H 2.161 1.561 -0.179 0.11
H 0.451 1.979 2.303 0.12
H 0.090 2.794 0.753 0.12
H -0.253 0.788 -0.432 0.09
H 0.607 -0.169 0.788 0.10
H -1.290 0.283 3.825 0.05
H -2.313 -1.501 2.992 0.04
H -3.482 -2.088 0.384 0.12
H -3.015 -1.502 -1.196 0.04
H -0.508 -1.788 0.076 0.06
H -0.488 -3.955 1.084 0.09
H -1.922 -3.212 1.817 0.05
H -2.111 -4.337 0.464 0.07
C 8.722 2.273 1.139 -0.09
C 7.442 3.079 1.062 -0.31
O 6.444 2.611 1.972 -0.10
H 8.517 1.220 0.938 0.07
H 9.459 2.634 0.422 0.05
H 9.157 2.337 2.141 0.08
H 6.999 3.001 0.069 0.11
H 7.646 4.137 1.259 0.11
H 6.802 2.682 2.861 0.08
C -6.879 -1.984 0.262 -0.08
C -7.770 -0.872 0.780 -0.32
O -7.358 -0.422 2.067 -0.09
H -6.879 -2.827 0.954 0.08
H -7.201 -2.335 -0.719 0.08
H -5.851 -1.619 0.183 0.05
H -8.797 -1.217 0.890 0.11
H -7.768 -0.029 0.078 0.11
H -6.455 -0.094 1.992 0.07
C 13.646 3.236 -0.830 -0.09
C 12.348 4.021 -0.858 -0.31
O 11.404 3.530 0.093 -0.10
H 13.456 2.181 -1.024 0.08
H 14.346 3.610 -1.578 0.07
H 14.122 3.312 0.151 0.07
H 11.867 3.931 -1.831 0.11
H 12.541 5.082 -0.672 0.11
H 11.797 3.610 0.967 0.09
C 1.700 -6.447 -3.825 -0.09
C 1.216 -5.422 -4.831 -0.32
O -0.199 -5.241 -4.784 -0.10
H 1.213 -7.408 -3.998 0.08
H 2.777 -6.586 -3.898 0.05
H 1.454 -6.130 -2.807 0.07
H 1.443 -5.744 -5.846 0.11
H 1.713 -4.461 -4.662 0.11
H -0.419 -4.946 -3.895 -0.01
C -8.024 2.952 2.987 -0.08
C -9.358 2.358 2.581 -0.31
O -10.107 3.250 1.751 -0.09
H -8.175 3.897 3.512 0.05
H -7.474 2.271 3.637 0.08
H -7.407 3.160 2.109 0.08
H -9.976 2.168 3.457 0.11
H -9.203 1.410 2.061 0.09
H -9.585 3.422 0.963 0.07
C -4.666 1.004 -5.527 -0.09
C -5.065 2.339 -4.929 -0.32
O -4.154 2.765 -3.916 -0.17
H -4.610 0.241 -4.750 0.07
H -5.385 0.682 -6.281 0.08
H -3.682 1.069 -5.998 0.07
H -6.038 2.268 -4.445 0.11
H -5.130 3.105 -5.708 0.11
H -3.285 2.853 -4.320 0.07
C 6.684 -8.884 -4.672 -0.09
C 5.207 -8.920 -4.326 -0.32
O 4.468 -7.916 -5.018 -0.09
H 7.104 -7.905 -4.440 0.08
H 7.236 -9.643 -4.115 0.07
H 6.835 -9.066 -5.739 0.07
H 5.058 -8.723 -3.265 0.11
H 4.788 -9.906 -4.549 0.11
H 4.568 -8.072 -5.961 0.08
C -8.090 6.872 4.800 -0.10
C -8.326 6.016 6.031 -0.33
O -9.566 6.323 6.661 -0.08
H -8.108 7.929 5.066 0.07
H -7.128 6.642 4.339 0.07
H -8.874 6.703 4.058 0.07
H -7.553 6.196 6.777 0.11
H -8.303 4.954 5.766 0.10
H -10.268 6.158 6.025 0.08
```



Which of these has the highest lowest unoccupied orbital energy? C28H68Cl4N4



Which value of HOMO energy does entry 1 give? -8.057 eV